# 1
This record from the OMol25 dataset describes a molecular structure, C34H42BrMnN5O2Se2Si. The level of theory is ωB97M-V with the def2-TZVPD basis set.

Last column: Mulliken spin population.
Element x y z (Å)
1 Mn -0.5768 0.4825 -0.2012  4.2566
2 Br -4.5518 -0.0725 0.3747  0.0028
3 C -3.5801 -1.3948 -0.5830  0.0179
4 C -4.2904 -2.5011 -1.0160  -0.0006
5 C -3.6099 -3.4988 -1.6939  0.0011
6 C -2.2492 -3.3449 -1.8881  -0.0008
7 C -1.6357 -2.1964 -1.4234  0.0020
8 N -2.2813 -1.2088 -0.7831  0.0269
9 C -0.1492 -2.0003 -1.5858  0.0124
10 O 0.4985 -2.7649 -2.2640  0.0092
11 O 0.3083 -0.9977 -0.9146  0.0230
12 H -5.3523 -2.5651 -0.8312  -0.0001
13 H -4.1347 -4.3691 -2.0629  -0.0003
14 H -1.6351 -4.0716 -2.4005  -0.0003
15 C -1.1383 0.1459 4.3298  -0.0002
16 C -2.1479 1.0687 4.5412  0.0018
17 C -2.5939 1.8216 3.4687  0.0003
18 C -2.0361 1.6196 2.2135  -0.0091
19 N -1.0788 0.6941 2.0066  0.0106
20 C -0.6414 -0.0099 3.0475  -0.0111
21 C -2.4730 2.3516 1.0114  0.0469
22 C -3.4042 3.3813 1.0264  -0.0052
23 C -3.7599 4.0045 -0.1538  0.0087
24 C -3.2057 3.5494 -1.3422  -0.0047
25 C -2.3068 2.5087 -1.2890  0.0249
26 N -1.9146 1.9360 -0.1405  -0.1352
27 H -0.7566 -0.4646 5.1347  0.0001
28 H -2.5873 1.1968 5.5206  -0.0001
29 H -3.3869 2.5407 3.6086  -0.0011
30 H 0.1535 -0.7195 2.8503  -0.0026
31 H -3.8437 3.6964 1.9600  -0.0023
32 H -4.4505 4.8359 -0.1488  0.0000
33 H -3.4624 4.0026 -2.2878  -0.0015
34 H -1.8493 2.1267 -2.1927  0.0391
35 C 6.2768 0.1547 1.4800  -0.0008
36 C 6.2805 -1.2949 1.0028  0.0002
37 C 6.1111 -1.4232 -0.5119  0.0002
38 C 4.6874 -1.1366 -0.9972  -0.0014
39 N 3.7567 -2.1446 -0.5276  -0.0054
40 C 2.8304 -1.9912 0.4441  0.0036
41 Se 2.4487 -0.4237 1.3253  0.0238
42 N 2.2399 -3.1932 0.6644  0.0001
43 C 1.1572 -3.4212 1.6004  0.0056
44 C 1.6544 -3.5402 3.0404  0.0003
45 C 2.4326 -4.8262 3.3211  -0.0002
46 C 1.5410 -6.0644 3.3818  0.0000
47 C 2.7771 -4.1284 -0.2073  -0.0004
48 C 2.5059 -5.4716 -0.4133  0.0021
49 C 3.1986 -6.1106 -1.4270  0.0004
50 C 4.1357 -5.4332 -2.2077  0.0003
51 C 4.4268 -4.0985 -1.9861  -0.0009
52 C 3.7348 -3.4581 -0.9697  0.0002
53 H 6.4422 0.2004 2.5560  -0.0003
54 H 5.3202 0.6355 1.2740  -0.0002
55 H 7.0688 0.7222 0.9879  0.0000
56 H 5.4872 -1.8481 1.5140  -0.0001
57 H 7.2291 -1.7585 1.2809  0.0000
58 H 6.3889 -2.4336 -0.8203  0.0000
59 H 6.7910 -0.7262 -1.0080  0.0000
60 H 4.6534 -1.1317 -2.0891  -0.0011
61 H 4.3379 -0.1729 -0.6285  0.0050
62 H 0.6296 -4.3244 1.2897  -0.0012
63 H 0.4664 -2.5789 1.5118  0.0060
64 H 0.7906 -3.4875 3.7103  -0.0005
65 H 2.2917 -2.6785 3.2468  0.0003
66 H 2.9343 -4.7090 4.2834  0.0000
67 H 3.2101 -4.9635 2.5644  0.0000
68 H 0.7700 -5.9433 4.1442  0.0000
69 H 2.1304 -6.9453 3.6334  0.0000
70 H 1.0491 -6.2540 2.4265  0.0000
71 H 1.7765 -6.0031 0.1828  -0.0001
72 H 3.0054 -7.1560 -1.6243  0.0000
73 H 4.6412 -5.9622 -3.0037  0.0001
74 H 5.1538 -3.5728 -2.5891  0.0000
75 C 1.0078 4.3796 -3.2067  0.0050
76 Si 2.2738 3.2118 -2.4266  0.0432
77 C 3.5071 4.0269 -1.2608  -0.0152
78 C 3.0849 2.0456 -3.6698  0.0066
79 Se 0.9871 1.9194 -0.8766  -0.3827
80 H 1.5032 5.1520 -3.7982  0.0018
81 H 0.4178 4.8700 -2.4327  -0.0001
82 H 0.3261 3.8407 -3.8651  -0.0015
83 H 4.1627 4.7149 -1.7954  -0.0054
84 H 4.1233 3.2716 -0.7723  0.0024
85 H 2.9854 4.5810 -0.4806  0.0017
86 H 3.6089 2.6237 -4.4337  0.0019
87 H 2.3556 1.4092 -4.1697  -0.0006
88 H 3.8142 1.4027 -3.1771  -0.0017

Atomic forces in eV per Å
-0.6 -1.8 0.7
0.0 -0.1 -0.1
0.0 0.1 0.0
-0.1 -0.1 -0.1
0.1 0.2 0.0
0.1 0.1 -0.1
-0.1 0.0 0.0
-0.4 -0.2 0.2
0.0 -0.1 -0.1
0.0 0.0 0.1
0.6 -0.4 -0.3
0.0 0.0 0.0
0.0 0.0 0.0
0.0 0.0 0.0
-0.2 0.1 0.1
0.2 -0.1 0.0
-0.1 0.1 -0.2
0.1 -0.3 0.4
-0.3 0.1 -0.2
0.2 -0.3 0.0
0.1 0.0 -0.4
0.1 0.0 0.2
0.1 -0.1 -0.1
-0.2 0.1 0.1
0.1 0.0 -0.1
-1.4 1.2 -0.1
0.1 0.0 0.0
0.0 0.0 0.0
0.0 0.0 0.0
0.0 0.0 -0.1
0.0 0.1 0.0
-0.1 0.0 0.0
0.0 -0.1 0.0
0.0 0.0 0.0
0.0 -0.1 0.0
0.0 0.2 -0.1
-0.1 -0.1 0.2
0.3 0.1 -0.1
-0.2 -0.2 0.1
0.0 0.3 0.3
0.2 0.0 0.4
0.1 0.1 -0.3
-0.1 0.1 0.3
0.2 -0.1 -0.1
-0.2 0.0 0.1
0.2 0.1 0.0
0.2 -0.1 -0.2
-0.1 0.0 0.1
0.0 0.0 0.0
0.0 0.0 0.0
0.0 0.1 0.0
-0.1 -0.3 0.0
0.0 0.1 0.0
0.0 0.0 0.0
0.0 0.0 0.0
0.0 -0.1 0.0
0.0 -0.1 0.0
0.1 0.0 -0.1
0.0 0.0 -0.1
-0.1 0.0 0.0
-0.1 0.0 -0.1
0.0 0.0 -0.1
0.0 0.0 -0.1
0.0 0.0 0.0
-0.1 0.1 0.0
0.1 0.0 0.0
0.1 0.0 0.0
0.0 0.0 0.0
-0.1 -0.1 0.0
-0.1 -0.1 0.0
0.0 0.0 0.0
0.0 0.0 0.0
0.0 0.0 0.0
0.0 0.0 0.0
0.5 -0.1 0.1
-0.6 -0.4 -0.3
-0.5 -0.3 -0.1
-0.2 0.4 0.3
2.2 2.0 -0.4
0.0 0.0 0.0
0.0 0.0 0.1
0.0 -0.1 0.0
0.0 0.0 -0.1
0.0 0.0 0.0
0.0 0.1 0.0
0.0 0.0 0.0
-0.1 0.0 0.0
0.0 0.0 0.1

As for the total charge: +1. The multiplicity is 5. The energy above the lowest of the compared OMol25 structures with the same formula, charge and spin is 118.8 kJ/mol. The expectation value of S² is 6.3691. The lowest unoccupied orbital energy (alpha / beta) is -4.45 / -3.53 eV. The calculation puts the gap between HOMO and LUMO (alpha / beta) at 4.62 / 5.58 eV.


# 2
This record from the OMol25 dataset describes a molecular structure, C34H42CoN4O3P2S. The level of theory is ωB97M-V with the def2-TZVPD basis set.

Last column: Mulliken spin population.
Element x y z (Å)
1 Co 3.3386 -0.8016 -2.5175  2.2333
2 C 1.3580 -0.1030 3.4105  -0.0002
3 C 2.2722 0.4844 2.6373  0.0006
4 C 3.6159 -0.0650 2.2762  -0.0002
5 C 3.5553 -1.3929 1.4610  -0.0509
6 C 3.8926 -2.6549 2.2235  0.0007
7 C 3.3860 -3.0287 3.4038  0.0000
8 C 2.5127 -2.1832 4.2808  0.0000
9 C 1.2806 -1.5807 3.5375  0.0001
10 C 1.9910 -1.7948 -3.7682  0.6926
11 H 0.5847 0.4701 3.9195  0.0000
12 H 2.0883 1.4883 2.2544  0.0000
13 H 4.2602 -0.1957 3.1644  0.0001
14 H 4.0958 0.7029 1.6333  -0.0009
15 H 2.5700 -1.4215 0.9665  0.0006
16 H 4.2834 -1.3304 0.6320  0.0369
17 H 4.6034 -3.3152 1.7104  0.0003
18 H 3.5998 -4.0267 3.8135  0.0000
19 H 3.0850 -1.3908 4.8005  0.0000
20 H 2.1173 -2.8551 5.0607  0.0000
21 H 1.2093 -2.0395 2.5344  -0.0001
22 H 0.3744 -1.8646 4.0955  0.0000
23 H 1.4324 -2.4223 -3.0471  -0.0045
24 H 2.3186 -2.3975 -4.6317  -0.0862
25 H 1.3601 -0.9639 -4.0997  -0.0004
26 P 4.2006 -2.6659 -3.0631  0.0088
27 P 5.5655 0.7333 -1.4722  0.0171
28 N 4.2806 -4.1557 -2.1452  0.0311
29 N 5.0032 -3.2054 -4.5337  0.0028
30 N 6.8170 -0.1569 -0.4316  0.0013
31 N 6.9158 1.7844 -2.0144  0.0017
32 C 5.5679 -1.8369 -2.2404  -0.0427
33 C 5.6785 -0.4373 -2.8608  0.0486
34 C 3.2137 -5.0503 -2.0330  -0.0096
35 C 3.7012 -6.2588 -1.5532  0.0080
36 C 5.1189 -6.1175 -1.3857  -0.0041
37 C 5.4501 -4.8246 -1.7599  0.0219
38 C 4.4030 -3.3216 -5.7919  -0.0035
39 C 5.3005 -3.9517 -6.6400  0.0023
40 C 6.4835 -4.2338 -5.8868  0.0015
41 C 6.2881 -3.7616 -4.6021  0.0046
42 C 6.7572 -0.4151 0.9380  -0.0026
43 C 7.8704 -1.1553 1.3221  0.0002
44 C 8.6433 -1.3919 0.1428  -0.0008
45 C 7.9690 -0.7879 -0.9110  0.0016
46 C 8.0618 2.1456 -1.2887  0.0008
47 C 8.9930 2.7219 -2.1504  -0.0003
48 C 8.3908 2.7580 -3.4549  0.0006
49 C 7.1269 2.1889 -3.3369  -0.0002
50 H 6.4953 -2.3973 -2.3893  0.0197
51 H 5.3884 -1.8638 -1.1472  0.0339
52 H 6.6058 -0.3660 -3.4490  0.0060
53 H 4.8339 -0.1467 -3.5718  0.0032
54 H 2.2180 -4.7260 -2.2861  -0.0008
55 H 3.1233 -7.1396 -1.3308  -0.0002
56 H 5.8008 -6.8687 -1.0210  0.0022
57 H 6.4082 -4.3317 -1.7614  -0.0009
58 H 3.4082 -2.9364 -5.9669  -0.0012
59 H 5.1428 -4.1894 -7.6784  -0.0003
60 H 7.3682 -4.7279 -6.2489  0.0012
61 H 6.9512 -3.7755 -3.7491  0.0007
62 H 5.9646 -0.0030 1.5414  0.0010
63 H 8.1041 -1.4755 2.3287  0.0001
64 H 9.5812 -1.9172 0.0851  -0.0001
65 H 8.2358 -0.7777 -1.9498  0.0002
66 H 8.1436 1.9455 -0.2323  0.0002
67 H 9.9821 3.0663 -1.8766  0.0000
68 H 8.8325 3.1570 -4.3589  0.0000
69 H 6.3664 2.0100 -4.0801  -0.0009
70 C -4.4324 1.4022 0.9524  -0.0001
71 C -3.0667 1.1804 0.3197  -0.0002
72 C -2.8668 1.4778 -1.0360  0.0001
73 C -1.6359 1.3046 -1.6787  0.0026
74 C -0.5261 0.8546 -0.9554  0.0033
75 C -0.6910 0.5474 0.3989  -0.0041
76 C -1.9422 0.6998 1.0185  0.0005
77 S 1.1462 0.9373 -1.6964  0.0040
78 O 0.9095 1.0351 -3.1359  0.0100
79 O 1.8322 2.0522 -1.0616  0.0001
80 O 1.7920 -0.3806 -1.2946  0.0105
81 H -4.7741 2.4398 0.8703  0.0000
82 H -5.1989 0.8125 0.4384  0.0000
83 H -4.4865 1.1479 2.0136  0.0000
84 H -3.7057 1.8885 -1.5933  -0.0001
85 H -1.5053 1.5679 -2.7278  -0.0008
86 H 0.1911 0.2417 0.9680  -0.0004
87 H -2.0114 0.4680 2.0824  0.0000

Atomic forces in eV per Å
-2.4 1.0 0.1
-0.2 0.2 -0.7
-0.1 1.0 0.7
0.2 -0.3 -1.2
0.4 0.3 -0.1
-0.2 -0.4 -0.1
0.6 -0.1 -0.1
-0.8 -0.5 0.3
0.3 -0.7 0.9
-1.4 -0.1 -1.0
-0.2 0.1 -0.7
0.1 0.2 0.7
-0.3 0.1 -0.3
-0.2 -0.4 0.4
0.3 -0.3 0.2
-0.3 0.1 0.3
-0.4 0.0 0.2
0.3 0.5 -0.3
-0.2 -0.4 -0.3
0.2 0.4 -0.1
-0.1 0.2 0.5
0.3 0.1 -0.3
0.3 0.3 -0.3
-0.4 0.3 0.5
0.0 0.0 0.0
2.6 -4.0 0.2
4.2 0.2 1.6
0.0 -0.3 0.0
-0.3 0.6 0.1
-0.7 -0.4 0.1
0.3 0.8 -0.5
0.4 -0.8 -0.1
0.0 0.0 -0.3
0.9 -0.7 0.4
0.0 1.1 -0.4
-0.3 1.2 -0.4
-0.7 -0.9 0.3
1.0 -0.5 -0.3
-0.4 0.4 0.9
-0.5 0.5 0.8
-0.4 -0.1 -1.0
0.7 -0.2 0.0
-0.8 0.6 -0.6
-1.1 0.7 -0.5
0.2 -0.2 1.0
0.3 0.4 -0.9
-1.4 -0.5 0.2
-0.8 -0.5 0.6
0.8 0.2 0.4
-0.1 0.4 0.2
0.0 0.1 -0.5
-0.5 0.2 0.1
0.6 -0.4 0.0
0.0 -0.1 0.0
-0.1 0.0 0.0
0.0 0.1 0.0
-0.1 -0.1 0.1
0.3 -0.2 -0.1
-0.1 0.0 0.0
0.1 0.0 0.0
-0.2 -0.1 -0.3
0.1 -0.1 -0.1
-0.1 0.1 -0.1
0.0 0.0 -0.1
0.1 0.2 -0.2
0.0 0.0 -0.1
-0.2 0.0 0.0
-0.1 -0.1 0.1
0.0 0.1 -0.1
0.0 0.0 -0.1
0.7 -0.1 -0.1
0.0 -0.1 0.0
0.2 0.1 0.2
0.0 0.2 0.2
0.0 0.2 -0.2
0.1 0.0 -0.1
-1.4 0.4 0.5
0.6 -0.1 0.8
-0.2 -0.7 -0.5
0.2 0.6 -0.3
0.3 0.0 -0.1
0.2 -0.1 0.0
0.3 -0.1 -0.1
0.1 -0.1 -0.1
-0.1 -0.1 0.3
-0.4 0.0 0.0
-0.1 0.0 -0.2

As for the total charge: 0. The multiplicity is 4. The expectation value of S² is 3.7696. The lowest unoccupied orbital energy (alpha / beta) is -0.26 / -0.64 eV. The calculation puts the gap between HOMO and LUMO (alpha / beta) at 7.22 / 7.78 eV.


| no. | maximum force (eV/Å) |
| --- | --- |
| 1 | 2.98 |
| 2 | 4.78 |